This record from the Open Molecules 2025 dataset describes an isolated ion of composition CH5N2S and charge +1 at a distorted geometry. The level of theory is the ωB97M-V functional and the def2-TZVPD basis.

- charge = +1
- ΔE to the lowest compared entry with this formula, charge and spin (kcal/mol) = 46.80
- HOMO energy (eV) = -13.8497
- spin multiplicity = 1
- total energy (eV) = -14924.437
- frontier orbital gap (hartree) = 0.36149

Last columns: bonded neighbours and bond lengths (Å).
CARTESIAN COORDINATES (ANGSTROEM)
1 N -0.54 0.48 0.44  C2 1.527, H5 1.116, H6 1.069, H7 1.013
2 C 0.53 0.44 -0.65  N1 1.527, N3 1.425, S4 1.785, H8 1.115
3 N 0.50 -0.89 -1.16  C2 1.425, S4 1.782, H9 1.046
4 S -0.03 0.35 -2.33  C2 1.785, N3 1.782
5 H -1.57 0.14 0.16  N1 1.116
6 H -0.35 1.49 0.72  N1 1.069
7 H -0.29 0.04 1.32  N1 1.013
8 H 1.45 0.96 -0.28  C2 1.115
9 H 1.39 -1.37 -1.43  N3 1.046